[1]
Molecular formula: C27H40Br2N6O8P2RhS
Method: DFT, ωB97M-V/def2-TZVPD

Summary:
* relative energy (zero: lowest compared OMol25 entry of this formula, charge and spin): 4.1 kcal per mole
* multiplicity: 5
* total charge: +1
* ⟨S²⟩: 6.043

```
87
C27H40Br2N6O8P2RhS, DFT ωB97M-V/def2-TZVPD
Rh -1.19809 -1.00389 -0.84069
C -1.70472 2.20809 -4.33209
N -1.99862 2.52078 -2.93193
C -3.14730 3.39368 -2.73663
P -0.79057 2.24586 -1.87120
O -0.33021 0.82850 -1.81367
O -1.46673 2.69368 -0.46119
P -2.12617 1.73722 0.65595
O -2.66902 0.49423 0.01759
N -0.92551 1.57332 1.74226
C 0.49675 1.71741 1.41698
C -1.18030 0.66885 2.86640
N -3.33142 2.54796 1.38631
C -3.06596 3.76814 2.14462
C -4.71520 2.40621 0.93881
N 0.45376 3.24420 -2.15679
C 0.23747 4.62523 -2.57256
C 1.81346 2.95469 -1.69942
H -2.59170 1.77616 -4.79644
H -0.89759 1.48021 -4.39372
H -1.41746 3.10497 -4.88847
H -4.03748 2.90835 -3.14005
H -3.01730 4.34919 -3.25437
H -3.30678 3.58810 -1.68019
H 0.64234 2.54272 0.72559
H 0.91423 0.79689 1.00099
H 1.02366 1.95879 2.33960
H -2.24675 0.63370 3.08821
H -0.66106 1.04151 3.74975
H -0.81729 -0.34024 2.64980
H -2.03325 3.78202 2.48397
H -3.72055 3.79951 3.01633
H -3.25348 4.65790 1.53735
H -4.83535 1.47992 0.38461
H -5.01278 3.24541 0.30338
H -5.37256 2.38843 1.80913
H -0.78079 4.76832 -2.92754
H 0.92335 4.87436 -3.38338
H 0.41587 5.31456 -1.74337
H 1.86222 1.95183 -1.29073
H 2.11828 3.66699 -0.92848
H 2.51548 3.02607 -2.53002
Br -0.07299 -5.36052 -3.73775
C -1.26709 -5.20898 -2.32685
C -1.92549 -6.32307 -1.83689
C -2.81467 -6.21487 -0.78378
Br -3.66624 -7.76049 -0.18150
C -3.08953 -4.95116 -0.15433
C -3.98972 -4.76608 0.90741
C -4.17325 -3.50625 1.42109
C -3.45563 -2.43783 0.88104
N -2.60024 -2.59620 -0.11519
C -2.41684 -3.82175 -0.63052
C -1.47127 -3.90301 -1.75185
O -0.89582 -2.88943 -2.16896
H -1.74210 -7.28969 -2.28428
H -4.53013 -5.61166 1.30929
H -4.86159 -3.33227 2.23542
H -3.56885 -1.42594 1.24831
C 3.86035 -1.19745 5.26380
C 4.20327 -0.87145 3.83701
C 3.56738 0.17107 3.17211
C 3.84871 0.45359 1.84442
C 4.79219 -0.30848 1.17793
C 5.46025 -1.33620 1.82836
C 5.15712 -1.61597 3.14763
S 5.16751 0.00748 -0.51781
O 6.57489 -0.20431 -0.66576
O 4.53718 1.24943 -0.88023
N 4.43846 -1.13935 -1.40575
C 3.14548 -0.99691 -2.04645
C 2.13602 -2.07892 -1.67700
C 1.73531 -2.02486 -0.20966
O 2.48964 -2.41135 0.65624
O 0.56255 -1.49068 0.05783
H 3.50477 -0.31641 5.79764
H 4.72288 -1.59553 5.79692
H 3.07223 -1.95270 5.30249
H 2.85197 0.77965 3.71323
H 3.36809 1.27562 1.32996
H 6.22121 -1.89946 1.30496
H 5.67729 -2.41851 3.65612
H 4.82107 -2.06512 -1.28626
H 3.27950 -1.00047 -3.13157
H 2.75536 -0.01651 -1.78639
H 2.55969 -3.06601 -1.87881
H 1.26621 -1.95079 -2.31630
```

Atomic partial charges in e from the Mulliken method, atoms 1 to 4: 1.365, -1.050, 0.431, -0.923

=====

[2]
Molecular formula: C2H10O4
Method: DFT, ωB97M-V/def2-TZVPD

Summary:
* SMILES: CC=O.O.O.O
* relative energy (zero: lowest compared OMol25 entry of this formula, charge and spin): 27.1 kcal per mole
* multiplicity: 1
* total charge: 0

```
16
C2H10O4, DFT ωB97M-V/def2-TZVPD
C -0.46853 -0.65975 0.70158
C -1.96962 -0.99611 0.54145
O -2.41577 -1.15382 -0.60718
H 0.17473 -1.27765 0.10049
H -0.02033 -0.53573 1.73868
H -0.13756 0.34355 0.35390
H -2.62909 -1.31907 1.54597
O -1.64071 1.38371 -1.57914
H -1.59731 0.44770 -1.33443
H -1.76345 1.39298 -2.57342
O 0.95761 2.48352 0.33392
H 0.03808 2.76277 0.14447
H 1.29299 2.55245 -0.57340
O 3.14551 -2.05285 0.20583
H 4.08446 -1.86270 0.03146
H 2.94897 -1.50901 0.96981
```

Atomic partial charges in e from the Mulliken method, atoms 1 to 4: -0.610, 0.283, -0.525, 0.287

=====

[3]
Molecular formula: C40H33IN4O5PV
Method: DFT, ωB97M-V/def2-TZVPD

Summary:
* relative energy (zero: lowest compared OMol25 entry of this formula, charge and spin): 0.0 kcal per mole
* multiplicity: 4
* total charge: -1
* ⟨S²⟩: 3.783

```
85
C40H33IN4O5PV, DFT ωB97M-V/def2-TZVPD
V -0.30473 0.19438 -1.17354
N -0.93691 -1.34609 0.19293
C -2.41096 -1.41957 0.12632
C -2.81494 -1.31196 -1.34707
O -3.73728 -1.99757 -1.78455
N -2.01257 -0.47110 -2.01622
C -1.83711 -0.69380 -3.43619
C -0.37633 -1.13339 -3.65564
O 0.01007 -1.51461 -4.74737
O 0.36833 -1.00823 -2.59355
H -0.57582 -1.26594 1.14297
H -0.53477 -2.19725 -0.19342
H -2.80862 -2.34962 0.53346
H -2.83328 -0.58205 0.68374
H -2.52261 -1.45027 -3.81904
H -1.98576 0.22135 -4.01832
C -2.24034 2.81670 1.83087
C -1.65173 1.74441 1.21885
N -1.18037 1.75418 -0.05297
C -1.26622 2.95621 -0.73126
C -1.88720 4.09978 -0.17579
C -2.38872 4.02918 1.11931
C -1.94326 5.29277 -0.98245
C -1.40133 5.34971 -2.21925
C -0.74322 4.21151 -2.78318
C -0.12700 4.20650 -4.03024
C 0.50432 3.06146 -4.48544
C 0.48826 1.92156 -3.67970
N -0.09442 1.88411 -2.49401
C -0.69916 3.02023 -2.01587
H -2.57898 2.71802 2.85407
H -1.52670 0.81585 1.76263
H -2.86302 4.89232 1.56855
H -2.43309 6.16396 -0.56197
H -1.45048 6.26250 -2.80215
H -0.14430 5.10698 -4.63454
H 0.99389 3.02551 -5.44766
H 0.95836 1.00088 -4.00806
I 2.62445 -2.23109 0.95574
C 2.20414 -3.59077 2.50990
C 2.40333 -4.90639 2.18032
C 2.37631 -5.92812 3.14651
C 2.21248 -5.60262 4.45598
C 1.99029 -4.25858 4.84115
C 1.86760 -3.95770 6.21860
C 1.63979 -2.68466 6.63630
C 1.43473 -1.67679 5.67800
C 1.51797 -1.91057 4.32602
P 0.83560 -0.58955 3.21005
C -0.39251 0.19875 4.33528
C -0.20752 1.38981 5.02706
C -1.24122 1.93564 5.78170
C -2.46790 1.29712 5.85622
C -2.66472 0.10480 5.16706
C -1.63921 -0.43131 4.40805
C 2.13105 0.69374 3.17633
C 3.36646 0.56039 3.80350
C 4.30106 1.58328 3.73683
C 4.00629 2.75597 3.05510
C 2.77754 2.89297 2.42317
C 1.85256 1.86093 2.46865
C 1.89880 -3.22096 3.86418
H 2.62864 -5.16235 1.15346
H 2.53314 -6.95570 2.84409
H 2.24754 -6.36061 5.22956
H 1.96699 -4.76820 6.93154
H 1.56582 -2.44948 7.69049
H 1.15621 -0.68988 6.02243
H 0.74275 1.90413 4.97466
H -1.08288 2.86897 6.30807
H -3.27248 1.72859 6.43816
H -3.62400 -0.39582 5.20849
H -1.80493 -1.35034 3.85496
H 3.60504 -0.34852 4.34286
H 5.26328 1.46192 4.21894
H 4.73621 3.55441 3.00611
H 2.54033 3.79533 1.87373
H 0.91125 1.96630 1.94161
C 3.15635 2.03832 -1.02349
C 2.66203 0.62268 -0.78381
O 3.43135 -0.32367 -0.92076
O 1.44205 0.51490 -0.38014
H 3.81944 2.05918 -1.88665
H 3.73239 2.34473 -0.14885
H 2.32453 2.72820 -1.16066
```

Atomic partial charges in e from the Mulliken method, atoms 1 to 4: 0.342, 0.128, 0.007, 0.337